Here is a cluster of 7 separate species, C56H56ClN4O17P2 in total at a distorted geometry from the Open Molecules 2025 dataset. Energies are from ωB97M-V/def2-TZVPD.

Properties
Gap between HOMO and LUMO (eV): 7.004
LUMO (Ha): -0.129
Calculated total energy (eV): -130829.1735
Charge: +1
HOMO energy (eV): -10.5

Last column: Löwdin charge in e.
CARTESIAN COORDINATES (ANGSTROEM)
C 0.59 2.04 -2.28  0.1635
C 0.24 0.97 -1.85  -0.0739
C -0.44 -0.16 -1.09  -0.2259
C 0.66 -1.14 -0.53  -0.0947
C 2.05 -0.44 -0.59  -0.3039
C 2.89 -0.86 -1.63  -0.0199
C 4.16 -0.28 -1.71  -0.0167
C 4.43 0.65 -0.70  -0.0466
C 3.52 1.03 0.28  -0.0895
N 2.31 0.47 0.33  0.1232
N 0.33 -1.81 0.80  -0.0849
C 1.64 -2.37 1.29  -0.1515
O 1.44 -3.18 2.43  -0.1718
C 2.52 -4.12 2.53  -0.0439
N -0.54 -2.87 0.55  -0.0768
C -1.97 -2.67 0.37  -0.0272
C -0.15 -4.17 0.06  -0.4160
C 0.00 -4.54 -1.44  0.0308
O -0.02 -5.10 0.81  0.1382
C -0.17 -0.75 1.80  -0.2959
P -0.93 -1.30 3.44  0.9100
C -1.47 -3.06 3.54  -0.2378
O 0.33 -1.32 4.57  -0.2944
C -0.86 0.51 1.15  -0.4170
P -1.96 1.50 2.37  0.7125
O -1.03 1.71 3.73  -0.4103
Cl -3.70 0.38 2.86  0.2144
N -1.48 0.29 -0.16  -0.1311
C -2.29 1.39 -0.68  -0.2111
C -3.83 1.24 -0.43  -0.1778
C -4.31 -0.21 -0.45  -0.2939
O -5.73 -0.24 -0.51  -0.0711
H 0.91 2.85 -2.93  0.0520
H -0.99 -0.69 -1.89  0.1541
H 0.73 -1.93 -1.29  0.1287
H 2.55 -1.63 -2.34  0.1187
H 4.90 -0.56 -2.46  0.1223
H 5.42 1.12 -0.68  0.1157
H 3.78 1.77 1.04  0.1235
H 2.33 -1.60 1.67  0.1520
H 2.19 -2.88 0.49  0.1550
H 3.44 -3.79 2.02  0.0987
H 2.19 -5.11 2.16  0.0954
H 2.74 -4.24 3.60  0.1054
H -2.27 -2.19 -0.58  0.0821
H -2.48 -2.12 1.17  0.0663
H -2.45 -3.67 0.35  0.1281
H 0.89 -4.03 -1.85  0.0792
H 0.14 -5.61 -1.58  0.0937
H -0.88 -4.18 -2.00  0.0944
H 0.76 -0.29 2.18  0.1071
H -1.38 -3.35 4.60  0.0523
H -2.54 -3.11 3.29  0.0410
H -0.94 -3.79 2.92  0.0261
H 0.81 -0.49 4.40  0.0422
H -0.07 1.28 0.95  0.1168
H -1.57 1.43 4.50  0.0299
H -2.24 1.49 -1.78  0.1233
H -1.99 2.39 -0.31  0.1129
H -4.36 1.74 -1.27  0.1221
H -4.15 1.81 0.46  0.0731
H -3.99 -0.81 0.41  0.0530
H -3.91 -0.67 -1.39  0.1217
H -6.05 -0.86 0.16  0.0303
C 2.11 0.17 -5.13  0.0195
C 2.47 1.27 -5.80  0.0322
C 2.01 1.49 -7.19  -0.3920
O 2.34 2.49 -7.80  0.0996
C 1.15 0.45 -7.81  0.0184
C 0.80 -0.64 -7.14  0.0191
C 1.25 -0.86 -5.74  -0.3780
O 0.93 -1.86 -5.12  0.0853
H 2.43 -0.01 -4.11  0.0876
H 3.09 2.03 -5.36  0.0993
H 0.83 0.64 -8.83  0.1322
H 0.17 -1.41 -7.57  0.1296
C 5.81 -0.32 -7.85  0.0309
C 4.59 -0.49 -8.36  0.0214
C 4.01 -1.85 -8.52  -0.3778
O 2.90 -2.01 -8.98  0.1021
C 4.84 -3.00 -8.11  0.0242
C 6.06 -2.83 -7.60  0.0235
C 6.64 -1.47 -7.44  -0.3864
O 7.75 -1.31 -6.98  0.1128
H 6.24 0.67 -7.73  0.1258
H 3.96 0.34 -8.67  0.1112
H 4.41 -3.98 -8.23  0.1238
H 6.69 -3.66 -7.29  0.1238
C -9.27 -3.56 3.37  0.0291
C -8.23 -3.78 2.57  0.0195
C -7.60 -2.69 1.81  -0.3723
O -6.65 -2.90 1.07  0.0870
C -8.17 -1.32 1.97  0.0250
C -9.21 -1.10 2.77  0.0343
C -9.84 -2.20 3.53  -0.3816
O -10.79 -2.00 4.26  0.1245
H -9.75 -4.35 3.94  0.1261
H -7.81 -4.77 2.44  0.1222
H -7.70 -0.53 1.40  0.1131
H -9.64 -0.11 2.89  0.1276
C 0.08 5.89 5.03  0.0243
C 0.68 6.59 5.99  0.0241
C 1.25 5.92 7.19  -0.3859
O 1.80 6.56 8.06  0.1163
C 1.12 4.45 7.28  0.0251
C 0.51 3.75 6.32  0.0267
C -0.05 4.41 5.12  -0.3552
O -0.60 3.77 4.25  0.0576
H -0.34 6.36 4.15  0.1217
H 0.79 7.67 5.94  0.1242
H 1.54 3.98 8.16  0.1231
H 0.41 2.67 6.37  0.1132
C -2.13 -1.73 9.52  0.0317
C -1.74 -0.64 8.84  0.0239
C -2.18 -0.42 7.45  -0.3747
O -1.82 0.57 6.83  0.0767
C -3.06 -1.44 6.83  0.0114
C -3.44 -2.52 7.50  0.0283
C -3.01 -2.75 8.90  -0.3812
O -3.36 -3.73 9.51  0.1226
H -1.82 -1.91 10.54  0.1264
H -1.10 0.11 9.28  0.1229
H -3.36 -1.25 5.80  0.1006
H -4.08 -3.27 7.06  0.1247
C 5.26 5.91 -3.95  0.0164
C 5.61 7.00 -4.62  0.0289
C 5.16 7.23 -6.01  -0.3813
O 5.49 8.22 -6.62  0.1238
C 4.30 6.19 -6.63  0.0352
C 3.95 5.10 -5.96  0.0236
C 4.40 4.87 -4.57  -0.3803
O 4.07 3.87 -3.95  0.0675
H 5.58 5.72 -2.93  0.1199
H 6.24 7.77 -4.18  0.1256
H 3.98 6.37 -7.65  0.1280
H 3.32 4.33 -6.40  0.0952